Entry 1:
Molecular formula: C47H78IN15O2S2
Method: DFT, ωB97M-V/def2-TZVPD

The spin multiplicity is 1. The net charge is 0. Its largest force on an atom is 7.71 eV Å⁻¹. As for the HOMO-LUMO gap: 0.2709 Ha. The LUMO energy is -0.03007 hartree.

Last column: Mulliken charge in e.
Positions of all 145 atoms, in Å:
C  -4.175  -3.638  1.244  -0.872
C  -3.921  -2.782  2.558  -0.140
C  -3.631  -1.277  2.111  -0.197
C  -3.873  -0.345  3.390  -1.048
C  -3.012  0.997  3.190  1.180
C  -3.965  2.283  3.320  -1.112
C  -3.877  3.042  1.909  -0.607
C  -2.628  4.059  1.955  -0.843
C  -1.493  3.582  0.955  -0.794
C  -0.219  2.958  1.712  -0.334
C  0.173  1.578  1.012  -0.782
C  0.813  1.851  -0.407  0.500
O  1.156  3.212  -0.780  -0.191
C  2.579  3.218  -0.749  -0.861
O  3.163  4.248  -0.523  -0.673
C  3.173  1.761  -1.081  2.727
C  4.340  1.622  -0.020  -1.062
C  3.866  1.518  1.487  -0.070
C  3.880  2.898  2.281  0.234
S  4.683  2.713  3.956  -0.168
C  3.397  2.420  5.213  -0.002
S  3.112  3.519  6.410  -0.122
N  2.638  1.177  5.172  0.293
C  1.580  0.829  4.329  -0.471
C  1.113  -0.528  4.575  -0.502
N  1.933  -0.969  5.643  -0.646
C  2.797  0.018  5.988  -0.180
C  3.993  1.842  -2.459  -1.769
C  3.145  1.738  -3.788  0.452
N  1.904  2.525  -3.788  -0.275
N  2.938  0.313  -4.178  -0.515
N  4.012  2.301  -4.879  -0.810
C  1.900  0.840  -0.975  0.273
C  2.021  -0.595  -0.289  -0.523
C  1.865  -1.779  -1.348  -1.083
C  0.360  -2.293  -1.440  -0.917
I  0.327  -4.400  -0.830  0.025
H  -4.177  -4.739  1.488  0.022
H  -5.170  -3.329  0.818  0.348
H  -3.404  -3.459  0.443  0.306
H  -4.885  -2.770  3.173  -0.029
H  -3.079  -3.194  3.179  0.347
H  -2.547  -1.186  1.818  0.044
H  -4.340  -0.975  1.284  0.159
H  -3.494  -0.828  4.336  0.254
H  -4.968  -0.152  3.525  0.410
H  -2.129  1.043  3.898  0.333
H  -2.564  0.935  2.155  -0.963
H  -3.520  2.921  4.131  0.390
H  -5.033  2.026  3.551  0.340
H  -3.784  2.303  1.069  0.302
H  -4.823  3.634  1.705  0.408
H  -3.045  5.040  1.567  0.438
H  -2.280  4.268  2.999  0.412
H  -1.171  4.485  0.362  0.312
H  -1.890  2.754  0.296  0.230
H  -0.492  2.827  2.791  0.966
H  0.619  3.704  1.677  -0.065
H  0.830  0.941  1.664  -0.187
H  -0.812  1.021  0.927  -0.168
H  -0.075  1.674  -1.092  0.596
H  4.967  2.565  -0.090  0.660
H  5.021  0.776  -0.296  -0.105
H  2.862  1.046  1.642  -0.355
H  4.608  0.838  2.011  0.691
H  2.796  3.183  2.455  -0.814
H  4.402  3.720  1.728  0.565
H  1.255  1.620  3.613  0.762
H  0.302  -1.054  4.024  0.473
H  3.530  -0.090  6.817  0.348
H  4.580  2.801  -2.485  0.333
H  4.760  1.009  -2.511  -0.073
H  1.799  2.960  -4.709  0.356
H  1.078  1.932  -3.678  -0.034
H  1.960  0.042  -4.079  0.333
H  3.565  -0.305  -3.664  0.288
H  4.039  3.324  -4.821  0.313
H  3.529  2.083  -5.763  0.371
H  1.438  0.558  -1.968  0.030
H  3.005  -0.707  0.253  0.548
H  1.217  -0.782  0.482  0.005
H  2.496  -2.627  -0.959  0.698
H  2.263  -1.511  -2.360  0.058
H  -0.359  -1.705  -0.816  0.335
H  0.049  -2.260  -2.523  0.497
C  2.297  6.580  3.389  -0.951
C  1.225  5.594  3.672  0.467
N  0.394  4.831  3.889  -0.343
H  2.397  7.269  4.227  0.363
H  3.244  6.062  3.238  0.198
H  2.052  7.144  2.489  0.323
C  -2.206  3.140  -3.880  -0.833
C  -1.073  3.377  -2.950  0.802
N  -0.190  3.557  -2.227  -0.330
H  -1.893  2.470  -4.680  -0.130
H  -3.040  2.687  -3.342  0.317
H  -2.534  4.085  -4.314  0.353
C  8.498  1.070  -1.796  -0.710
C  7.411  0.104  -1.508  0.526
N  6.568  -0.645  -1.286  -0.467
H  8.579  1.791  -0.982  0.274
H  9.446  0.542  -1.899  0.054
H  8.284  1.603  -2.723  0.287
C  -2.899  -7.466  1.097  -0.412
C  -3.473  -7.228  2.447  0.349
N  -3.918  -7.045  3.491  -0.421
H  -2.934  -6.550  0.514  -0.030
H  -1.863  -7.792  1.187  0.288
H  -3.471  -8.238  0.582  0.268
C  -7.214  -4.807  4.972  -0.824
C  -7.320  -3.792  3.893  0.326
N  -7.399  -3.008  3.056  -0.457
H  -6.307  -4.641  5.549  0.363
H  -8.075  -4.733  5.634  0.320
H  -7.182  -5.806  4.538  0.289
C  12.042  -1.644  -3.731  -0.751
C  11.452  -1.449  -2.383  0.386
N  10.994  -1.299  -1.340  -0.417
H  11.968  -0.720  -4.304  0.272
H  13.091  -1.923  -3.638  0.281
H  11.508  -2.434  -4.258  0.259
C  -8.319  -7.477  8.009  -0.826
C  -7.325  -6.383  7.873  0.411
N  -6.556  -5.536  7.767  -0.420
H  -8.319  -8.091  7.109  0.270
H  -8.067  -8.101  8.866  0.321
H  -9.314  -7.057  8.154  0.273
C  -2.400  0.665  -7.641  -1.134
C  -1.272  0.906  -6.706  0.639
N  -0.399  1.094  -5.982  -0.501
H  -2.083  -0.005  -8.438  0.379
H  -3.234  0.212  -7.106  0.342
H  -2.727  1.606  -8.078  0.269
C  -0.856  2.755  -11.168  -0.776
C  -1.935  1.788  -10.846  0.420
N  -2.770  1.039  -10.597  -0.449
H  -0.757  3.482  -10.362  0.271
H  0.090  2.228  -11.290  0.267
H  -1.093  3.279  -12.094  0.292
C  -4.751  -5.409  -2.692  -0.735
C  -3.573  -6.125  -2.141  0.439
N  -2.661  -6.677  -1.715  -0.426
H  -4.529  -5.048  -3.695  0.292
H  -5.606  -6.084  -2.737  0.285
H  -5.000  -4.561  -2.054  0.201

Entry 2:
Molecular formula: C21H29N2O
Method: DFT, ωB97M-V/def2-TZVPD

The spin multiplicity is 1. The net charge is +1. Its largest force on an atom is 3.97 eV Å⁻¹. As for the HOMO-LUMO gap: 0.3228 Ha. The LUMO energy is -0.08871 hartree.

Last column: Mulliken charge in e.
Positions of all 53 atoms, in Å:
C  5.938  -2.328  -2.162  -0.784
O  5.378  -0.996  -2.278  -0.452
C  4.100  -0.763  -1.877  0.775
C  3.592  0.554  -1.990  -1.035
C  2.307  0.881  -1.568  -0.554
C  1.467  -0.084  -0.985  -0.020
C  0.076  0.236  -0.398  0.310
C  -1.038  -0.417  -1.259  -0.352
C  -2.220  0.255  -1.560  -0.043
C  -3.378  -0.479  -1.848  -0.865
C  -3.314  -1.867  -2.040  -0.566
C  -2.071  -2.494  -1.967  -0.653
C  -0.931  -1.769  -1.626  -0.308
N  -0.043  -0.206  0.960  0.003
C  1.234  -0.683  1.637  -0.535
C  1.219  -0.145  3.045  -0.796
C  0.217  0.979  3.082  -0.897
C  -0.883  0.669  2.082  0.811
C  -1.715  1.948  1.831  -1.585
N  -2.998  1.847  1.130  0.462
C  -3.197  2.808  0.060  -1.338
C  -4.193  1.792  1.973  -1.138
C  1.991  -1.388  -0.870  0.031
C  3.248  -1.751  -1.342  -1.226
H  6.999  -2.196  -2.380  0.248
H  5.807  -2.741  -1.151  0.317
H  5.481  -3.009  -2.895  0.334
H  4.252  1.298  -2.434  0.430
H  1.970  1.919  -1.673  0.431
H  -0.084  1.327  -0.359  0.580
H  -2.214  1.346  -1.635  0.689
H  -4.334  0.029  -1.934  0.385
H  -4.216  -2.441  -2.240  0.407
H  -1.986  -3.560  -2.185  0.427
H  0.041  -2.260  -1.695  0.521
H  -0.634  -1.062  0.915  0.611
H  2.118  -0.261  1.162  0.329
H  1.267  -1.777  1.597  0.275
H  2.225  0.205  3.270  0.392
H  0.991  -0.936  3.753  0.324
H  0.680  1.943  2.831  0.399
H  -0.214  1.101  4.079  0.452
H  -1.571  -0.113  2.449  0.085
H  -1.087  2.724  1.360  0.512
H  -1.973  2.328  2.847  0.428
H  -2.247  3.016  -0.444  0.419
H  -3.898  2.381  -0.667  0.325
H  -3.626  3.761  0.414  0.403
H  -4.027  1.178  2.865  0.366
H  -4.516  2.796  2.304  0.380
H  -5.024  1.366  1.396  0.318
H  1.457  -2.169  -0.314  0.573
H  3.574  -2.790  -1.265  0.395